The following is a quantum chemistry calculation of a cluster of 2 separate species, C4H10NO4 in total, from OMol25.

E_LUMO = 3.5 eV
net charge = -1
strongest force on any atom = 2.11 eV/A
frontier orbital gap = 7.338 eV
HOMO = -3.81 eV

Cartesian coordinates (Å):
O (-0.0003, -2.0667, 2.1103)
C (0.3605, -1.9012, 0.9648)
N (0.0339, -0.8389, 0.1911)
C (-0.9332, 0.1933, 0.4940)
C (-1.7342, 0.5051, -0.8620)
O (-0.9772, 1.1892, -1.7781)
C (-0.1772, 1.4381, 0.9581)
O (0.3685, 2.2489, -0.0428)
H (0.9820, -2.5885, 0.3927)
H (0.3781, -0.8014, -0.7643)
H (-1.7144, -0.1991, 1.1498)
H (-1.9534, -0.5192, -1.2829)
H (-2.6961, 0.9901, -0.6263)
H (-0.2008, 1.8327, -0.8732)
H (0.6380, 1.1201, 1.6405)
H (-0.7578, 2.1181, 1.5891)
H (2.7176, -1.2930, -0.8153)
H (2.3148, 0.0279, -1.4445)
O (2.4789, -0.9149, -1.6728)

The molecule's Mulliken atomic charges, reported in e, are given here: number 1, O, carries -0.62; number 2, C, carries -0.17; number 3, N, carries -0.02; number 4, C, carries -0.30; number 5, C, carries -0.69; number 6, O, carries -0.78; number 7, C, carries -0.63; number 8, O, carries -0.66; number 9, H, carries 0.35; number 10, H, carries 0.52; number 11, H, carries 0.39; number 12, H, carries 0.32; number 13, H, carries 0.34; number 14, H, carries 0.44; number 15, H, carries 0.27; number 16, H, carries 0.28; number 17, H, carries 0.32; number 18, H, carries 0.35; number 19, O, carries -0.71


The following is a quantum chemistry calculation of a cluster of 2 separate species, C4H10NO6PS in total, from OMol25.

E_LUMO = 5.6 eV
net charge = -2
strongest force on any atom = 4.03 eV/A
frontier orbital gap = 6.502 eV
HOMO = -0.89 eV

Cartesian coordinates (Å):
C (-0.7231, 1.8242, -1.0568)
C (-0.4016, 1.3872, 0.3486)
C (-0.4538, -0.1163, 0.4670)
C (1.4218, -1.7494, 0.9935)
N (0.5071, -0.7738, 1.4261)
O (-4.1709, -1.5418, 0.8247)
O (-3.2633, -0.7474, -1.4292)
O (3.9449, -2.0447, 0.2036)
O (-3.5005, 0.8831, 0.5573)
O (3.4139, 0.2043, 0.7997)
O (2.7371, -0.6280, -1.6321)
P (-3.4828, -0.5089, 0.0281)
S (2.8909, -1.0519, 0.2185)
H (-1.6195, 1.3939, -1.2593)
H (-0.6383, 2.9684, -1.1434)
H (0.0238, 1.3560, -1.6022)
H (-1.0009, 1.8499, 1.1883)
H (0.5568, 1.8196, 0.6703)
H (-1.5756, -0.4480, 0.8418)
H (-0.3037, -0.5945, -0.5310)
H (1.1343, -2.2944, 0.1398)
H (3.4394, -1.1924, -1.9498)
H (1.0638, 0.0048, 1.8965)

The molecule's Mulliken atomic charges, reported in e, are given here: number 1, C, carries -1.25; number 2, C, carries -0.36; number 3, C, carries 0.09; number 4, C, carries -0.65; number 5, N, carries -0.43; number 6, O, carries -0.68; number 7, O, carries -0.65; number 8, O, carries -0.67; number 9, O, carries -0.63; number 10, O, carries -0.69; number 11, O, carries -0.62; number 12, P, carries 0.86; number 13, S, carries 1.06; number 14, H, carries 0.32; number 15, H, carries 0.31; number 16, H, carries 0.35; number 17, H, carries 0.33; number 18, H, carries 0.47; number 19, H, carries -0.37; number 20, H, carries 0.39; number 21, H, carries 0.26; number 22, H, carries 0.24; number 23, H, carries 0.32


The following is a quantum chemistry calculation of the molecule C4H10NOP, from OMol25.

E_LUMO = 1.0 eV
strongest force on any atom = 5.17 eV/A
SMILES = [H]/N=C(\C)OP(C)C
frontier orbital gap = 9.900 eV
HOMO = -8.92 eV

Cartesian coordinates (Å):
C (0.5415, 0.1957, 1.9516)
C (-0.7466, -0.3287, 2.4087)
C (0.5045, -0.0286, -2.1534)
C (-0.4729, -2.1910, -0.5992)
N (1.5884, 0.6256, 2.5382)
O (0.5476, 0.1492, 0.5610)
P (-0.6260, -0.3178, -0.6840)
H (-1.5052, 0.5259, 2.1912)
H (-1.0535, -1.2902, 1.9082)
H (-0.9956, -0.4654, 3.4167)
H (0.8532, -0.9321, -2.6015)
H (1.3127, 0.6166, -1.8965)
H (0.0102, 0.5302, -2.9732)
H (0.2277, -2.7016, -1.3476)
H (-1.5331, -2.5979, -0.8587)
H (-0.2750, -2.4630, 0.4006)
H (1.5387, 0.7667, 3.4674)

The molecule's Mulliken atomic charges, reported in e, are given here: number 1, C, carries 0.83; number 2, C, carries -1.00; number 3, C, carries -0.87; number 4, C, carries -0.94; number 5, N, carries -0.69; number 6, O, carries -0.36; number 7, P, carries 0.16; number 8, H, carries 0.27; number 9, H, carries 0.18; number 10, H, carries 0.37; number 11, H, carries 0.29; number 12, H, carries 0.28; number 13, H, carries 0.33; number 14, H, carries 0.31; number 15, H, carries 0.30; number 16, H, carries 0.31; number 17, H, carries 0.22


The following is a quantum chemistry calculation of the ion C4H10NOS with charge -1, from OMol25.

E_LUMO = 3.6 eV
net charge = -1
strongest force on any atom = 4.79 eV/A
SMILES = CN[C@H](CO)C[S-]
frontier orbital gap = 6.111 eV
HOMO = -2.49 eV

Cartesian coordinates (Å):
C (0.7456, -0.9600, -1.7665)
N (-0.4375, -0.2299, -1.2114)
C (-0.0986, 0.4650, 0.0456)
C (-1.3836, 1.1440, 0.6569)
S (-0.8423, 2.4505, 1.7448)
C (0.5340, -0.4591, 0.9477)
O (1.0889, 0.0801, 2.1703)
H (0.8644, -2.0701, -1.4270)
H (0.4406, -1.1918, -2.7462)
H (1.7618, -0.6009, -1.6573)
H (-1.3147, -0.7198, -1.4690)
H (0.6206, 1.2789, -0.2228)
H (-2.1190, 0.5389, 1.2315)
H (-2.0594, 1.5831, -0.1061)
H (0.9229, 1.0873, 2.2088)
H (-0.1476, -1.3773, 1.1046)
H (1.4240, -1.0190, 0.4962)

The molecule's Mulliken atomic charges, reported in e, are given here: number 1, C, carries -1.06; number 2, N, carries -0.38; number 3, C, carries 0.17; number 4, C, carries -0.65; number 5, S, carries -0.70; number 6, C, carries -0.38; number 7, O, carries -0.52; number 8, H, carries 0.27; number 9, H, carries 0.39; number 10, H, carries 0.34; number 11, H, carries 0.24; number 12, H, carries 0.14; number 13, H, carries 0.22; number 14, H, carries 0.29; number 15, H, carries 0.27; number 16, H, carries 0.18; number 17, H, carries 0.19


The following is a quantum chemistry calculation of a cluster of 2 separate species, C4H10NOS in total, from OMol25.

E_LUMO = -4.4 eV
net charge = +1
strongest force on any atom = 4.52 eV/A
frontier orbital gap = 9.826 eV
HOMO = -14.27 eV

Cartesian coordinates (Å):
C (-1.9209, 0.1171, 0.3796)
C (0.9773, -1.3609, -1.2702)
C (-1.0541, 2.3252, 0.6962)
C (0.8387, -1.6959, 0.1935)
N (-0.1097, -1.1798, 0.7829)
O (-1.3801, 1.2061, -0.1567)
S (-2.8390, -0.9410, -0.4682)
H (0.5897, -2.1098, -2.0946)
H (0.3076, -0.5707, -1.4576)
H (2.0510, -1.0796, -1.5362)
H (-0.1755, 2.1905, 1.2095)
H (-1.8195, 2.4368, 1.4537)
H (-1.0518, 3.3225, 0.0572)
H (1.6792, -2.2146, 0.6746)
H (-2.4769, -0.6089, -1.6291)
H (-0.1624, -1.2478, 1.7837)
H (-2.0718, 0.3153, 1.4674)

The molecule's Mulliken atomic charges, reported in e, are given here: number 1, C, carries 0.23; number 2, C, carries -0.82; number 3, C, carries -0.77; number 4, C, carries 0.07; number 5, N, carries -0.35; number 6, O, carries -0.23; number 7, S, carries 0.00; number 8, H, carries 0.26; number 9, H, carries 0.16; number 10, H, carries 0.31; number 11, H, carries 0.38; number 12, H, carries 0.39; number 13, H, carries 0.25; number 14, H, carries 0.37; number 15, H, carries 0.19; number 16, H, carries 0.24; number 17, H, carries 0.32